The following is a quantum chemistry calculation of a molecular structure, C40H47BCl5CrN6O, from the OMol25 dataset.

XYZ file:
```
101
C40H47BCl5CrN6O ωB97M-V/def2-TZVPD
Cr -0.0664 0.0714 -0.4227
C 3.5669 1.1199 3.4296
C 2.9621 1.3144 2.0803
C 3.3006 2.2136 1.0908
C 2.4356 1.9571 0.0194
N 1.6025 0.9703 0.3708
N 1.9423 0.5724 1.6233
B 1.3613 -0.7499 2.1696
N 1.6727 -1.8799 1.1822
N 1.4008 -1.7725 -0.1520
C 1.9273 -2.8540 -0.7319
C 2.5241 -3.6698 0.2434
C 2.3432 -3.0191 1.4395
C 2.7809 -3.4321 2.8052
C 1.9526 -3.1784 -2.2117
C 3.4114 -3.4582 -2.6058
C 1.1107 -4.4362 -2.4664
C 1.4379 -2.0448 -3.0850
N -0.1568 -0.5993 2.3729
N -1.0291 -0.3374 1.3531
C -2.2615 -0.2838 1.8884
C -2.1529 -0.4963 3.2681
C -0.8194 -0.6939 3.5352
C -0.1700 -0.9582 4.8523
C -3.6227 -0.0211 1.2547
C -4.0740 1.3752 1.7208
C -4.6050 -1.0789 1.7846
C -3.6960 -0.0692 -0.2658
C 2.4902 2.6369 -1.3313
C 3.9658 2.9142 -1.6596
C 1.7467 3.9795 -1.2911
C 1.9468 1.7427 -2.4438
H 4.1750 1.9860 3.6835
H 2.7997 0.9980 4.1930
H 4.2057 0.2355 3.4540
H 4.0850 2.9487 1.1367
H 1.8584 -0.9854 3.2257
H 3.0281 -4.6098 0.0965
H 3.2801 -4.3973 2.7438
H 3.4751 -2.7134 3.2414
H 1.9334 -3.5292 3.4849
H 3.8408 -4.2706 -2.0197
H 3.4604 -3.7373 -3.6603
H 4.0290 -2.5701 -2.4562
H 1.4690 -5.2806 -1.8755
H 0.0649 -4.2638 -2.2075
H 1.1627 -4.7116 -3.5223
H 1.9734 -1.1191 -2.8848
H 1.5835 -2.2978 -4.1373
H 0.3805 -1.8705 -2.9277
H -2.9519 -0.5106 3.9877
H -0.9358 -0.9792 5.6253
H 0.3540 -1.9138 4.8595
H 0.5529 -0.1823 5.1049
H -4.1072 1.4492 2.8087
H -3.3943 2.1441 1.3483
H -5.0737 1.5816 1.3331
H -4.6848 -1.0656 2.8709
H -5.5965 -0.8816 1.3725
H -4.2987 -2.0798 1.4754
H -2.9836 0.5949 -0.7395
H -3.5442 -1.0804 -0.6372
H -4.6991 0.2412 -0.5667
H 4.3862 3.6711 -0.9963
H 4.5672 2.0076 -1.5758
H 4.0448 3.2889 -2.6818
H 2.0617 4.5687 -0.4278
H 1.9724 4.5481 -2.1963
H 0.6706 3.8412 -1.2348
H 2.6207 0.9075 -2.6268
H 0.9428 1.3581 -2.2500
H 1.8536 2.3155 -3.3688
Cl -3.9942 -4.9638 -4.6366
C -3.1356 -3.7289 -3.7998
C -2.7766 -3.8967 -2.4663
Cl -3.1781 -5.3590 -1.6517
C -2.0909 -2.8960 -1.7863
Cl -1.6265 -3.1372 -0.1451
C -1.7536 -1.6770 -2.4080
O -1.1156 -0.7085 -1.8166
C -2.1057 -1.5485 -3.7660
Cl -1.6196 -0.1100 -4.5840
C -2.7849 -2.5473 -4.4486
Cl -3.1948 -2.3288 -6.1052
C -1.3270 4.9334 2.4856
C -0.7558 3.6820 2.7965
C -0.6379 2.7140 1.8403
C -1.0747 2.9191 0.5035
C -0.9652 1.9260 -0.5289
C -1.4520 2.2481 -1.7747
C -2.0284 3.5030 -2.0729
C -2.1269 4.4530 -1.1032
C -1.6582 4.1817 0.2058
C -1.7680 5.1693 1.2177
H -1.4147 5.6959 3.2489
H -0.4134 3.4829 3.8049
H -0.2060 1.7677 2.1155
H -1.4112 1.5149 -2.5692
H -2.3941 3.6958 -3.0743
H -2.5654 5.4224 -1.3098
H -2.2152 6.1221 0.9583
```

## Properties
spin multiplicity	4
total charge	0
HOMO energy (spin up / spin down)	-7.89 / -7.99	eV
total energy	-5326.695231	Ha
frontier orbital gap (spin up / spin down)	7.661 / 8.383	eV

The following is a quantum chemistry calculation of a molecular structure, C40H49BIrN8O2S3, from the OMol25 dataset.

XYZ file:
```
104
C40H49BIrN8O2S3 ωB97M-V/def2-TZVPD
Ir -2.5791 -0.4090 0.3517
C -0.7551 -2.1550 -4.2942
C -0.0418 -2.1301 -2.9798
C 1.1416 -2.7684 -2.7326
C 1.7758 -2.7040 -1.4648
N 1.2423 -2.0077 -0.4890
N 0.0899 -1.3832 -0.7364
B -0.3763 -0.3241 0.2689
N 0.1019 1.0501 -0.2979
N 1.2589 1.0636 -0.9536
C 1.7487 2.2327 -1.2996
C 1.0792 3.4260 -0.9385
C -0.1240 3.4033 -0.2786
C -0.8980 4.6235 0.1027
C -0.6114 2.1140 0.0023
S -2.1952 1.7965 0.6609
C 3.0364 2.2576 -2.0981
C 3.5510 0.8401 -2.3430
C 4.0899 3.0611 -1.3200
C 2.7571 2.9398 -3.4459
N 0.2769 -0.4866 1.6689
N 1.5037 -0.0042 1.8240
C 2.1085 -0.2223 2.9745
C 1.4739 -0.9764 3.9888
C 0.1974 -1.4511 3.8362
C -0.5476 -2.2171 4.8833
C -0.3909 -1.1409 2.5995
S -2.0227 -1.5950 2.1580
C 3.4927 0.3568 3.1748
C 3.9349 1.1413 1.9428
C 3.4574 1.2935 4.3931
C 4.4651 -0.8051 3.4348
C -0.5762 -1.4232 -1.8799
S -2.0909 -0.5629 -1.9408
C 3.0847 -3.4212 -1.2009
C 3.6427 -3.0385 0.1696
C 4.1139 -3.0543 -2.2781
C 2.7934 -4.9317 -1.2444
H -0.2107 -2.7514 -5.0219
H -0.8680 -1.1456 -4.6950
H -1.7566 -2.5749 -4.1790
H 1.6126 -3.3422 -3.5204
H 1.5212 4.3771 -1.2083
H -0.3623 5.5244 -0.1868
H -1.0700 4.6576 1.1798
H -1.8734 4.6273 -0.3891
H 3.7340 0.3063 -1.4080
H 4.4880 0.8967 -2.8968
H 2.8438 0.2567 -2.9375
H 4.3156 2.5978 -0.3586
H 3.7777 4.0920 -1.1459
H 5.0116 3.0973 -1.9004
H 2.0021 2.3978 -4.0189
H 3.6743 2.9603 -4.0342
H 2.4288 3.9737 -3.3295
H 2.0070 -1.1621 4.9125
H 0.0815 -2.3936 5.7522
H -0.8764 -3.1847 4.4990
H -1.4319 -1.6670 5.2112
H 3.2701 1.9853 1.7467
H 3.9620 0.5147 1.0492
H 4.9369 1.5337 2.1160
H 2.7742 2.1294 4.2330
H 4.4535 1.7023 4.5608
H 3.1645 0.7767 5.3081
H 4.4710 -1.5135 2.6041
H 4.2281 -1.3460 4.3520
H 5.4737 -0.4082 3.5471
H 3.8195 -1.9624 0.2370
H 4.5938 -3.5494 0.3176
H 2.9725 -3.3257 0.9810
H 4.3140 -1.9814 -2.2860
H 3.8188 -3.3595 -3.2822
H 5.0508 -3.5658 -2.0592
H 2.0843 -5.2148 -0.4637
H 3.7157 -5.4880 -1.0796
H 2.3878 -5.2413 -2.2096
O -6.4333 6.4803 -0.4998
C -6.3607 5.6248 0.5276
O -6.6176 5.9748 1.6385
C -5.9153 4.2002 0.2552
C -5.8795 3.3667 1.3716
C -5.4810 2.0477 1.2581
C -5.1108 1.5659 0.0111
C -5.1296 2.3752 -1.1133
C -5.5478 3.6914 -0.9853
N -4.6393 0.2100 -0.0959
C -5.4627 -0.7396 -0.3138
C -4.9518 -2.1042 -0.3629
C -5.7450 -3.1804 -0.7033
C -5.1693 -4.4444 -0.7690
C -3.8218 -4.5760 -0.4944
C -3.0833 -3.4508 -0.1501
N -3.6359 -2.2395 -0.0752
H -6.2629 6.0709 -1.3543
H -6.1860 3.7829 2.3220
H -5.4594 1.4017 2.1278
H -4.8315 1.9820 -2.0778
H -5.5732 4.2906 -1.8872
H -6.5241 -0.5450 -0.4529
H -6.7956 -3.0295 -0.9134
H -5.7682 -5.3064 -1.0310
H -3.3329 -5.5395 -0.5298
H -2.0301 -3.5271 0.0827
```

## Properties
spin multiplicity	1
relative energy (zero: lowest compared OMol25 entry of this formula, charge and spin)	0.009	eV
total charge	+3
HOMO energy	-16.27	eV
total energy	-3465.193219	Ha
frontier orbital gap	5.481	eV

The following is a quantum chemistry calculation of a molecular structure, C40H50Cl2N6O10S2SiV, from the OMol25 dataset.

XYZ file:
```
112
C40H50Cl2N6O10S2SiV ωB97M-V/def2-TZVPD
V -1.0203 -0.3813 1.4935
C 1.9581 1.7510 -2.3715
C 2.1913 2.2482 -0.9503
C 3.6663 2.5486 -0.7155
C 1.3544 3.5009 -0.7099
O 1.7233 1.2574 0.0005
Si 2.4736 -0.1072 0.5133
S 1.0958 -1.2655 1.6299
O 3.7798 0.2357 1.4283
C 4.1320 0.4440 2.8033
C 5.5128 1.0856 2.7756
C 3.1294 1.3807 3.4630
C 4.1829 -0.8931 3.5341
O 3.0284 -0.8833 -0.8161
C 4.0998 -1.8318 -0.9861
C 5.4433 -1.1160 -0.8996
C 3.9299 -2.4146 -2.3816
C 3.9835 -2.9334 0.0598
H 2.3992 2.4518 -3.0837
H 0.8886 1.6903 -2.5849
H 2.4110 0.7695 -2.5143
H 3.9781 3.3779 -1.3544
H 4.2907 1.6828 -0.9456
H 3.8382 2.8273 0.3263
H 1.4676 4.2007 -1.5398
H 1.6595 4.0121 0.2072
H 0.2992 3.2281 -0.6369
H 5.4798 2.0305 2.2297
H 6.2272 0.4242 2.2815
H 5.8658 1.2801 3.7907
H 3.0726 2.3210 2.9090
H 3.4308 1.6014 4.4892
H 2.1408 0.9215 3.4842
H 4.9915 -1.5150 3.1435
H 3.2397 -1.4276 3.4240
H 4.3616 -0.7327 4.5996
H 5.5344 -0.3871 -1.7084
H 6.2575 -1.8378 -0.9983
H 5.5457 -0.5992 0.0525
H 3.9129 -1.6157 -3.1253
H 3.0030 -2.9821 -2.4493
H 4.7592 -3.0864 -2.6120
H 4.1792 -2.5445 1.0612
H 4.7023 -3.7297 -0.1434
H 2.9770 -3.3581 0.0434
C -5.6650 -2.3711 -4.5767
C -5.1597 -2.2619 -3.1658
C -5.3441 -3.2931 -2.2516
C -4.8498 -3.2012 -0.9569
C -4.1785 -2.0530 -0.5743
C -3.9912 -1.0033 -1.4676
C -4.4795 -1.1133 -2.7540
S -3.4103 -1.9550 1.0053
O -3.8174 -3.0919 1.7766
O -3.5889 -0.6232 1.5536
N -1.8181 -1.9343 0.6441
C -1.2441 -2.9809 -0.1095
C -1.5378 -4.3253 0.1289
C -0.9392 -5.2729 -0.6815
C -0.0733 -4.8668 -1.6863
C 0.1611 -3.5108 -1.8247
N -0.4043 -2.5825 -1.0580
H -6.1569 -3.3278 -4.7494
H -4.8420 -2.2756 -5.2876
H -6.3799 -1.5759 -4.7963
H -5.8721 -4.1890 -2.5577
H -4.9826 -4.0073 -0.2469
H -3.4480 -0.1203 -1.1613
H -4.3172 -0.3033 -3.4570
H -2.1978 -4.6086 0.9353
H -1.1446 -6.3242 -0.5219
H 0.4079 -5.5783 -2.3440
H 0.8252 -3.1384 -2.5965
Cl -2.6543 -1.9870 5.7295
C -1.9138 -0.4628 5.4479
C -1.8455 0.4845 6.4953
C -1.2726 1.7067 6.3023
Cl -1.2072 2.8399 7.6134
C -0.7336 2.0721 5.0422
C -0.1499 3.3102 4.7014
C 0.2908 3.5116 3.4223
C 0.1522 2.4881 2.4669
N -0.3728 1.3270 2.7638
C -0.8090 1.1115 4.0265
C -1.3859 -0.1615 4.2217
O -1.3864 -0.9703 3.1662
H -2.2606 0.2236 7.4584
H -0.0645 4.0855 5.4513
H 0.7377 4.4503 3.1265
H 0.4811 2.6141 1.4466
N -0.7607 -0.5661 -4.5010
N -0.9590 -0.2815 -3.1164
H 0.0041 -1.2136 -4.6451
H -0.5304 0.3017 -4.9637
H -0.1086 -0.3885 -2.5778
H -1.5940 -0.9743 -2.7498
O -2.7757 2.1468 1.6134
C -2.3904 1.8568 0.5069
O -1.4552 0.9336 0.2707
C -2.9187 2.5146 -0.7253
C -4.0984 3.2471 -0.6251
C -4.6308 3.8704 -1.7421
C -3.9752 3.7878 -2.9624
C -2.7916 3.0738 -3.0245
C -2.2478 2.4192 -1.9365
N -2.0703 3.0136 -4.3116
O -0.8943 2.7029 -4.2831
O -2.6700 3.3629 -5.3113
H -4.5894 3.3076 0.3371
H -5.5558 4.4263 -1.6655
H -4.3606 4.2646 -3.8508
H -1.3624 1.8110 -2.0528
```

## Properties
spin multiplicity	2
relative energy (zero: lowest compared OMol25 entry of this formula, charge and spin)	0.433	eV
total charge	0
HOMO energy (spin up / spin down)	-8.36 / -8.40	eV
total energy	-5585.674170	Ha
frontier orbital gap (spin up / spin down)	6.890 / 7.442	eV

The following is a quantum chemistry calculation of 5 unconnected molecules or ions with the total composition C40H50ClN4O9P at a distorted geometry, from the OMol25 dataset.

XYZ file:
```
105
C40H50ClN4O9P ωB97M-V/def2-TZVPD
C 7.2848 -3.8867 2.0153
C 5.9125 -3.0665 1.6524
C 4.6110 -3.7957 2.4080
C 5.5935 -3.1412 0.0465
C 5.4727 -1.6924 -0.7100
C 4.7123 -2.0043 -2.1668
C 4.5746 -0.5676 0.0727
O 3.3016 -0.4013 -0.6454
C 2.3631 0.4774 0.0693
C 2.1165 1.8375 -0.5557
C 2.9658 2.2123 -1.9471
O 3.0288 3.6632 -2.1886
C 4.2891 4.0698 -2.8302
O 5.0985 5.0215 -2.0267
C 6.3763 5.2467 -2.7796
C 7.6430 4.4156 -2.1518
O 8.0576 3.3769 -3.1215
C 1.0430 2.8582 0.1591
O 1.0070 4.1898 0.0197
C -0.1576 2.2008 1.1200
O -1.4636 2.8552 1.3662
C -2.3089 2.8577 0.1593
O -2.2919 3.9754 -0.6009
C -3.3010 1.6474 -0.3338
C -3.7204 1.5990 -1.9518
C -4.7295 0.4055 -2.5456
C -5.3724 -0.7776 -1.5628
C -4.9587 -0.7246 0.0269
C -3.9546 0.4756 0.6113
C 0.1487 0.8828 1.7487
P -1.1111 0.0114 2.9365
O -0.3785 0.1516 4.5473
Cl -1.2912 -2.0288 2.3731
C 1.5767 0.0941 1.4735
O 2.0500 -0.7750 2.3996
H 7.3757 -4.9074 1.4210
H 7.2989 -4.0675 3.1841
H 8.2094 -3.2007 1.7419
H 6.0085 -1.9659 2.0718
H 4.5535 -4.9136 2.0469
H 4.6216 -3.6589 3.5702
H 3.6566 -3.2471 1.9521
H 4.6147 -3.7516 -0.1924
H 6.4979 -3.7195 -0.4727
H 6.5478 -1.2798 -1.0098
H 4.5881 -1.0472 -2.8297
H 5.4060 -2.7751 -2.7581
H 3.6853 -2.5922 -2.0119
H 4.3697 -0.7866 1.2035
H 5.1948 0.4508 0.0457
H 4.0791 1.8484 -1.7170
H 2.5608 1.6045 -2.8763
H 4.9705 3.1888 -3.1901
H 3.9853 4.6707 -3.8148
H 6.6741 6.3902 -2.8270
H 6.2660 4.8824 -3.9091
H 7.4031 3.8585 -1.1370
H 8.5764 5.1071 -1.9566
H 7.6260 2.4872 -2.8865
H -3.3458 2.4021 -2.7375
H -5.0700 0.3577 -3.6744
H -6.1043 -1.6136 -1.9348
H -5.3684 -1.5432 0.7910
H -3.7180 0.4747 1.7747
H 0.1373 1.0157 4.5316
C -3.7007 7.4255 -4.2415
C -4.9463 6.8032 -3.9877
C -4.7355 5.8388 -3.0278
N -3.4054 5.8542 -2.6970
C -2.7675 6.8223 -3.4280
H -3.5055 8.2279 -4.9410
H -5.8952 7.0342 -4.4545
H -5.4160 5.1439 -2.5541
H -2.9640 5.2468 -2.0188
H -1.7068 6.9976 -3.3083
C -6.0574 -4.3572 2.1644
C -6.5495 -5.5442 1.5709
C -7.9219 -5.5190 1.6796
N -8.2748 -4.3608 2.3221
C -7.1447 -3.6434 2.6167
H -5.0218 -4.0551 2.2514
H -5.9657 -6.3321 1.1129
H -8.6755 -6.2248 1.3568
H -9.2210 -4.0792 2.5433
H -7.2106 -2.6897 3.1230
C -11.9683 -4.9289 -2.0768
C -10.9727 -4.4469 -2.9599
C -9.9335 -3.9758 -2.1891
N -10.2692 -4.1522 -0.8720
C -11.5060 -4.7378 -0.7939
H -12.9192 -5.3690 -2.3475
H -11.0096 -4.4444 -4.0416
H -8.9870 -3.5301 -2.4645
H -9.6939 -3.8919 -0.0815
H -11.9507 -4.9663 0.1654
C 5.7864 0.4074 6.3086
C 6.6606 -0.1020 5.3189
C 5.9003 -0.3859 4.2065
N 4.5975 -0.0700 4.4920
C 4.5192 0.4197 5.7698
H 6.0526 0.7316 7.3063
H 7.7296 -0.2457 5.4078
H 6.1740 -0.7857 3.2392
H 3.8163 -0.1801 3.8586
H 3.5709 0.7325 6.1856
```

## Properties
spin multiplicity	1
total charge	0
HOMO energy	-7.85	eV
SMILES	CC(C)C[C@@H](C)COC1=C(COCOCCO)C(=O)C(OC(=O)c2ccccc2)=C(P(O)Cl)C1=O.c1cc[nH]c1.c1cc[nH]c1.c1cc[nH]c1.c1cc[nH]c1
total energy	-3251.084175	Ha
frontier orbital gap	5.181	eV